ORCA calculation (ωB97M-V/def2-TZVPD) on C27H25N6O3RuS2 as an isolated structure.

CARTESIAN COORDINATES (ANGSTROEM)
Ru 0.629 -1.176 -2.206
S -0.670 0.369 -3.091
S -0.762 -1.049 0.803
O -0.496 -2.286 1.506
O 1.187 -3.344 -1.245
O -1.956 -1.024 -0.013
N -3.043 -2.289 -2.398
N -0.774 -2.702 -2.082
N -2.203 -4.173 -1.229
N 1.365 -2.206 -5.108
N 0.461 -0.615 -0.146
N 2.374 -0.124 -1.928
C -1.358 0.843 4.297
C 2.091 -0.220 1.696
C 3.360 0.272 2.063
C 1.703 -0.273 0.374
C -1.942 2.302 -1.646
C 1.090 -1.841 -4.045
C -1.047 2.527 2.624
C -0.706 1.824 -2.076
C 4.268 0.696 1.137
C -0.870 1.549 1.658
C -0.008 -3.571 -1.385
C -2.052 -3.028 -1.907
C 0.360 3.711 -1.021
C 2.687 0.080 -0.607
C -1.295 2.191 3.952
C 0.446 2.539 -1.757
C -1.486 3.254 4.999
C -2.026 3.479 -0.918
C 4.836 0.943 -1.273
C -0.937 0.216 2.028
C 4.484 0.758 -2.577
C 3.944 0.589 -0.235
C -0.896 -4.624 -0.762
C 3.231 0.192 -2.872
C -3.454 -4.764 -0.819
C -1.174 -0.146 3.346
C -0.875 4.189 -0.603
H -2.470 3.170 5.464
H -3.334 -5.844 -0.755
H -0.657 -5.631 -1.104
H -1.204 -1.194 3.613
H 1.423 -0.553 2.476
H 5.235 1.084 1.428
H -2.838 1.740 -1.878
H 5.805 1.352 -1.012
H 3.606 0.312 3.117
H -2.993 3.838 -0.589
H -1.547 0.564 5.328
H -2.758 -1.362 -2.695
H -4.222 -4.565 -1.566
H 5.151 1.013 -3.388
H 1.265 4.256 -0.778
H 2.926 -0.026 -3.887
H -0.940 5.109 -0.037
H 1.409 2.182 -2.097
H -1.398 4.251 4.571
H -3.781 -4.386 0.152
H -0.812 -4.557 0.325
H -0.668 1.817 0.630
H -0.743 3.158 5.792
H -3.956 -2.366 -1.985
H -0.988 3.570 2.337

Computed properties:
DFT total energy ... -2489.508433 hartree
ΔE to the lowest compared entry with this formula, charge and spin ... 0.0 kcal/mol
Orbital gap (alpha / beta) ... 0.278 / 0.247 Ha
Highest occupied orbital energy (alpha / beta) ... -7.7 / -7.6 eV
Spin multiplicity ... 2